(w)
Here is one molecule with the formula C8H11O2P from OMol25. Energies are from the ωB97M-V functional and the def2-TZVPD basis.

Kohn-Sham gap = 7.196 eV
Multiplicity = 1
SMILES = OCP(CO)c1ccccc1
LUMO = 0.42 eV

CARTESIAN COORDINATES (ANGSTROEM)
O  1.8456  -0.5582  3.0656
C  0.7848  -0.9778  2.2336
P  0.6061  0.2393  0.8735
C  1.3907  1.8536  0.9882
O  1.6868  2.0792  2.3691
C  -0.3658  -0.2436  -0.6020
C  -1.5179  0.4675  -0.9329
C  -2.2843  0.1106  -2.0184
C  -1.9425  -1.0420  -2.7833
C  -0.8126  -1.7857  -2.4493
C  0.0117  -1.3330  -1.4191
H  1.9600  0.4225  3.0040
H  0.9788  -1.9687  1.8101
H  -0.1372  -1.0502  2.7877
H  2.3041  1.8556  0.4099
H  0.7434  2.6753  0.6412
H  1.8564  3.0256  2.5372
H  -1.8307  1.3233  -0.3322
H  -3.1167  0.7688  -2.2039
H  -2.5215  -1.3825  -3.6651
H  -0.5548  -2.5945  -3.1074
H  0.9156  -1.8852  -1.2065

(x)
Here is one molecule with the formula C8H11O2P from OMol25. Energies are from the ωB97M-V functional and the def2-TZVPD basis.

Kohn-Sham gap = 9.928 eV
Multiplicity = 1
SMILES = C#CC1=C(C)[P@](=O)(OC)CC1
LUMO = 0.85 eV

CARTESIAN COORDINATES (ANGSTROEM)
C  2.8728  -2.7886  -0.8930
C  2.2704  -1.8448  -0.4586
C  1.4774  -0.7769  0.0258
C  0.1793  -0.9389  0.2321
C  -0.7190  -2.0941  0.0722
P  -0.4726  1.0097  0.8847
O  -1.1431  1.1885  2.1737
O  -1.3048  1.6330  -0.3508
C  -2.7154  1.7059  -0.2926
C  1.2016  1.6927  0.5603
C  2.1760  0.5292  0.3502
H  3.4056  -3.6240  -1.2363
H  -0.2862  -2.8114  -0.6236
H  -1.6961  -1.7742  -0.2850
H  -0.8661  -2.5811  1.0337
H  -3.0565  1.6244  0.7422
H  -3.1552  0.9043  -0.8908
H  -3.0145  2.6678  -0.7099
H  1.4974  2.3313  1.3924
H  1.1262  2.3020  -0.3408
H  2.7661  0.3607  1.2572
H  2.8831  0.7686  -0.4488

Stability summary: most stable (x), least stable (w).

(w)
Here is a 2-piece molecular cluster, C3H2FNO3 overall from OMol25. Energies are from the ωB97M-V functional and the def2-TZVPD basis.

Kohn-Sham gap (spin up / spin down) = 8.180 / 8.226 eV
Multiplicity = 1
LUMO (spin up / spin down) = -2.30 / -2.15 eV

CARTESIAN COORDINATES (ANGSTROEM)
C  -0.3864  0.1930  1.0757
C  -1.3908  0.6464  0.3371
C  -3.2274  -1.0075  0.2322
N  -1.7923  1.7935  -0.2208
O  -2.7376  2.3647  0.3136
O  -4.0173  -1.1644  1.0558
O  -1.1525  2.1513  -1.1960
F  -3.1064  -1.7393  -0.8514
H  0.4082  0.9628  1.5204
H  -0.3214  -0.8316  1.5852

(x)
Here is C3H2FNO3 as an isolated structure from OMol25. Energies are from the ωB97M-V functional and the def2-TZVPD basis.

Kohn-Sham gap = 8.081 eV
Multiplicity = 1
LUMO = 0.11 eV

CARTESIAN COORDINATES (ANGSTROEM)
C  -0.8187  -0.6843  -0.0035
C  1.1894  -0.1145  0.0351
C  -0.6368  0.7216  -0.0197
H  -2.7368  -1.4751  0.0342
H  -1.2082  2.6713  0.5441
N  0.5726  -1.1607  0.0854
O  -1.7093  -1.6855  -0.0537
O  0.6352  1.1358  -0.2321
O  -1.5328  1.6818  0.0645
F  2.4876  -0.1850  0.0581

Stability summary: most stable (x), least stable (w).

(w)
Here is an isolated ion of composition HN2O4S and charge -1 from OMol25. Energies are from the ωB97M-V functional and the def2-TZVPD basis.

Kohn-Sham gap = 9.301 eV
Multiplicity = 1
SMILES = O=NNS(=O)(=O)[O-]
LUMO = 4.10 eV
Net charge = -1

CARTESIAN COORDINATES (ANGSTROEM)
O  2.6186  -0.7818  0.3400
N  1.7029  0.0402  0.2642
N  0.5703  -0.2420  -0.2386
S  -1.0953  0.4964  -0.0215
O  -1.7019  0.6561  -1.3240
O  -0.7751  1.6478  0.7169
O  -1.6675  -0.5470  0.7421
H  0.3479  -1.2697  -0.4792

(x)
Here is an isolated ion of composition HN2O4S and charge -1 from OMol25. Energies are from the ωB97M-V functional and the def2-TZVPD basis.

Kohn-Sham gap = 8.968 eV
Multiplicity = 1
LUMO = 3.94 eV
Net charge = -1

CARTESIAN COORDINATES (ANGSTROEM)
N  -1.5456  -0.0874  1.0463
N  -0.8669  -0.1143  -0.0477
O  -0.7263  -1.1370  -0.6935
O  2.2398  0.5185  -1.5063
O  -0.4049  1.0010  -0.6320
O  1.4553  -0.1301  0.6725
S  1.5157  0.9423  -0.2883
H  -1.6672  -0.9929  1.4492

Stability summary: most stable (w), least stable (x).

(w)
Here is one molecule with the formula C5H5NO3 from OMol25. Energies are from the ωB97M-V functional and the def2-TZVPD basis.

Kohn-Sham gap = 10.199 eV
Multiplicity = 1
SMILES = C#C[C@@H](O)[C@@H]1OC=NO1
LUMO = 0.59 eV

CARTESIAN COORDINATES (ANGSTROEM)
C  -1.3638  2.0113  -0.4796
C  -1.4785  0.9866  0.1947
C  -1.2012  -0.3740  0.6726
O  -1.9525  -1.1346  -0.4356
C  0.3019  -0.7750  0.4618
O  1.0218  0.1677  1.1327
C  2.0006  0.5356  0.2323
N  1.9861  0.0034  -0.9064
O  0.7498  -0.7911  -0.9388
H  -1.6122  2.9707  -0.9507
H  -1.6657  -0.6626  1.6617
H  -1.6654  -2.2205  -0.3873
H  0.3507  -1.7898  0.8936
H  2.5840  1.4352  0.5696

(x)
Here is one molecule with the formula C5H5NO3 from OMol25. Energies are from the ωB97M-V functional and the def2-TZVPD basis.

Kohn-Sham gap = 9.051 eV
Multiplicity = 1
SMILES = O=CN1OC(=O)[C@H]2C[C@H]21
LUMO = 0.43 eV

CARTESIAN COORDINATES (ANGSTROEM)
O  3.0984  0.1498  0.1942
C  2.1404  -0.6280  -0.1154
N  0.7356  -0.2474  -0.2367
O  -0.0767  -1.1143  0.2313
C  -1.4920  -0.4885  0.0056
O  -2.4813  -1.1445  0.0607
C  -1.3747  0.8078  -0.5664
C  -0.8005  1.4986  0.7326
C  0.1664  1.0965  -0.4599
H  2.1613  -1.8887  -0.1519
H  -2.4196  1.3645  -1.0881
H  -1.0215  1.1309  1.8068
H  -1.0361  2.5228  0.7284
H  1.0064  1.7552  -1.1069

(y)
Here is one molecule with the formula C5H5NO3 from OMol25. Energies are from the ωB97M-V functional and the def2-TZVPD basis.

Kohn-Sham gap = 10.253 eV
Multiplicity = 1
SMILES = C#C[C@H]1OC=NOCO1
LUMO = 0.77 eV

CARTESIAN COORDINATES (ANGSTROEM)
C  2.6890  0.0689  -0.7345
C  1.6743  0.1208  -0.0935
C  0.5520  0.2068  0.8115
O  -0.1814  1.4012  0.7230
C  -1.2342  1.5110  -0.1018
N  -2.0682  0.6456  -0.5466
O  -2.0806  -0.6611  -0.2410
C  -0.8582  -1.3881  -0.0930
O  -0.1605  -0.9639  1.0212
H  3.5297  -0.1849  -1.3027
H  1.0517  0.3577  1.7886
H  -1.5032  2.5294  -0.3525
H  -0.2225  -1.2576  -1.0163
H  -1.1879  -2.3859  0.1375

Stability summary: most stable (y), least stable (x).

(w)
Here is a 6-piece molecular cluster, CH14O6 overall from OMol25. Energies are from the ωB97M-V functional and the def2-TZVPD basis.

Kohn-Sham gap = 11.054 eV
Multiplicity = 1
SMILES = CO.O.O.O.O.O
LUMO = 0.72 eV

CARTESIAN COORDINATES (ANGSTROEM)
C  1.2781  -1.8094  -0.8094
O  0.1450  -1.0064  -1.0809
H  2.2020  -1.2575  -0.9906
H  1.2952  -2.2072  0.2002
H  1.2087  -2.6563  -1.4974
H  -0.3906  -0.8168  -0.3028
O  0.2970  -0.4715  2.7105
H  1.2478  -0.4001  2.8471
H  0.0418  0.4682  2.6639
O  -0.2563  2.1339  1.7293
H  -0.3474  2.2271  0.7530
H  -0.9151  2.7227  2.1070
O  -0.3323  2.4087  -0.9636
H  0.1118  3.1970  -1.2873
H  -0.2542  1.7666  -1.7043
O  -1.6584  -1.6257  1.4672
H  -1.1187  -1.2504  2.2018
H  -2.0854  -2.4369  1.7400
O  -0.0924  0.6937  -3.0868
H  -0.1157  0.5014  -4.0291
H  -0.2610  -0.1812  -2.6678

(x)
Here is a 6-piece molecular cluster, CH14O6 overall from OMol25. Energies are from the ωB97M-V functional and the def2-TZVPD basis.

Kohn-Sham gap = 10.354 eV
Multiplicity = 1
SMILES = CO.O.O.O.O.O
LUMO = 0.27 eV

CARTESIAN COORDINATES (ANGSTROEM)
C  1.9488  0.2723  1.2843
O  0.7604  -0.4081  1.7216
H  2.5223  -0.0458  2.1770
H  2.1443  -0.2506  0.3822
H  1.7550  1.3048  1.0636
H  0.3694  -1.2159  1.3356
O  0.4090  -1.2082  -1.3611
H  -0.4529  -0.8021  -1.3393
H  0.3982  -1.8862  -2.0758
O  -2.7168  -0.0233  -0.4971
H  -2.2689  0.8485  -0.5428
H  -3.2916  0.0656  -1.2548
O  -0.7329  2.0211  -0.3757
H  -0.1042  2.6740  -0.6815
H  -0.1746  1.2812  0.1402
O  -1.7930  -1.8960  1.7778
H  -2.4614  -1.2194  1.6878
H  -1.9616  -2.7002  1.3086
O  1.9292  1.4141  -1.8386
H  2.3768  1.1278  -1.0108
H  1.3446  0.6463  -1.9013

Stability summary: most stable (w), least stable (x).

(w)
Here is a 2-piece molecular cluster, C16H17NO overall from OMol25. Energies are from the ωB97M-V functional and the def2-TZVPD basis.

Kohn-Sham gap = 8.475 eV
Multiplicity = 1
SMILES = Cc1c[nH]c2ccccc12.Cc1ccc(O)cc1
LUMO = 0.74 eV

CARTESIAN COORDINATES (ANGSTROEM)
C  -0.3087  -2.6627  4.0617
C  -0.4777  -1.8603  2.8039
C  0.3551  -0.8210  2.4694
N  0.0253  -0.3311  1.2216
C  -1.1139  -0.9685  0.7907
C  -1.7460  -0.9936  -0.4577
C  -2.8557  -1.7773  -0.6272
C  -3.3335  -2.6126  0.4093
C  -2.5895  -2.7317  1.5488
C  -1.4626  -1.9311  1.7716
H  0.7483  -2.7692  4.3068
H  -0.7149  -3.6454  3.8582
H  -0.7735  -2.2634  4.9652
H  1.0316  -0.3493  3.1654
H  0.2454  0.6288  1.0294
H  -1.3830  -0.4120  -1.2962
H  -3.3451  -1.6997  -1.5907
H  -4.2815  -3.1135  0.2625
H  -2.8184  -3.4256  2.3526
C  4.0256  2.3081  -1.7315
C  2.5257  2.1794  -1.8666
C  1.6723  2.4241  -0.7973
C  0.2927  2.2775  -0.9219
C  -0.2285  1.8376  -2.1235
O  -1.5754  1.8006  -2.3836
C  0.5795  1.6754  -3.2416
C  1.9608  1.7021  -3.0500
H  4.2313  3.3769  -1.7884
H  4.5671  1.8087  -2.5323
H  4.3958  1.8660  -0.8159
H  2.0833  2.8922  0.0837
H  -0.3042  2.7082  -0.1276
H  -2.1285  1.7706  -1.6054
H  0.1308  1.4771  -4.1990
H  2.5699  1.6349  -3.9445

(x)
Here is a 2-piece molecular cluster, C16H17NO overall from OMol25. Energies are from the ωB97M-V functional and the def2-TZVPD basis.

Kohn-Sham gap = 8.733 eV
Multiplicity = 1
SMILES = Cc1c[nH]c2ccccc12.Cc1ccc(O)cc1
LUMO = 0.83 eV

CARTESIAN COORDINATES (ANGSTROEM)
C  0.3317  -0.4840  3.8503
C  0.5149  0.6117  2.7478
C  -0.1805  1.7546  2.7099
N  -0.2525  2.2961  1.4744
C  0.6002  1.5400  0.6111
C  1.1609  1.8778  -0.6686
C  2.1070  1.0338  -1.1019
C  2.7134  -0.0078  -0.2539
C  2.2212  -0.3569  0.9782
C  1.1545  0.4255  1.4430
H  0.6185  -1.3717  3.4441
H  -0.7214  -0.6279  3.8666
H  0.4789  -0.3115  4.9241
H  -0.6695  2.2282  3.7092
H  -0.3959  3.2106  1.2141
H  0.6063  2.6266  -1.1899
H  2.5527  0.9209  -2.2134
H  3.5234  -0.5994  -0.7557
H  2.5238  -1.1088  1.5934
C  -0.4195  -2.3128  0.1484
C  -0.8388  -1.4653  -0.8942
C  -2.1426  -1.1851  -0.9621
C  -2.7242  -0.4341  -2.0435
C  -1.9309  0.1391  -2.8826
O  -2.4191  1.1552  -3.8665
C  -0.5035  0.0243  -2.7611
C  0.0183  -0.8007  -1.7916
H  -0.8808  -3.2391  0.2060
H  -0.3921  -1.8564  1.1876
H  0.5603  -2.5139  -0.1750
H  -2.9215  -1.6438  -0.4887
H  -3.7692  -0.3190  -2.1944
H  -1.6986  1.2929  -4.5612
H  0.1026  0.5321  -3.6405
H  1.0719  -1.0313  -1.6633

Stability summary: most stable (w), least stable (x).